# 1
Density functional theory data (ωB97M-V/def2-TZVPD) for a molecular structure, C40H79BrN2O14PS4.

Element x y z (Å)
1 Br -0.59612 7.46494 -3.78096
2 S 4.20728 -0.34440 -0.60625
3 S -1.90934 6.40203 -0.83083
4 S 3.53408 1.74897 1.36963
5 S -0.31198 4.17303 -0.91858
6 P -2.06478 5.97463 -2.99169
7 O -1.21619 -3.34304 1.85400
8 O -7.75265 -8.40366 -3.56662
9 O -1.61729 7.81227 -0.68321
10 O 0.53268 4.36836 -2.08045
11 O -3.18500 5.97816 -0.30061
12 O 8.11613 -5.23653 0.14440
13 O -0.37763 1.67180 3.29545
14 O -3.46919 6.78233 -3.17277
15 O 3.12256 6.66421 1.82502
16 O -1.42305 3.26758 -1.12395
17 O -5.57824 6.31915 -6.48384
18 O 6.68860 2.79151 1.38033
19 O 3.28676 -3.25149 0.90055
20 O -4.60864 -5.63079 0.13896
21 N -0.69405 5.56262 -0.22752
22 N 3.63123 -0.71869 2.04994
23 C 2.18310 7.62525 3.76745
24 C -3.35041 -3.90340 2.70082
25 C -6.15123 8.27911 -7.66960
26 C 3.87940 7.82917 2.13181
27 C -6.17213 -6.65979 -1.30801
28 C 2.30677 -1.33083 2.10622
29 C 8.87549 3.67356 1.48006
30 C -6.46077 6.79715 -7.49531
31 C 2.17832 3.79757 0.23896
32 C 7.78274 -5.67821 -1.17303
33 C 7.48518 -7.16879 -1.06082
34 C -6.01284 -5.72649 -0.11541
35 C -4.65993 8.32293 -7.34048
36 C -3.11141 -2.40899 2.91040
37 C -3.91409 -6.63584 -0.60284
38 C 0.68975 3.47677 0.38282
39 C -9.29635 -9.42659 -5.03418
40 C 6.92056 -7.26298 0.35541
41 C 6.62498 4.00570 2.12732
42 C -4.97731 -7.59215 -1.12893
43 C 1.97144 6.58764 2.67165
44 C 4.24200 -3.16463 1.92169
45 C -1.59817 -2.31520 2.77057
46 C -7.04887 -9.40659 -4.30115
47 C 3.03743 2.58269 -0.13949
48 C 8.04470 4.28420 2.60753
49 C -0.46714 1.98386 5.63756
50 C -8.10495 -10.36260 -4.84092
51 C 0.21256 1.22009 4.50923
52 C -4.56309 7.29656 -6.22069
53 C -1.54684 2.44676 3.58198
54 C -1.86393 2.20412 5.05427
55 C -2.31837 -4.23232 1.63289
56 C 8.04600 2.44598 1.12060
57 C 2.11166 -2.50105 1.14607
58 C 3.80790 0.10751 0.90772
59 C 2.99705 8.68744 3.03097
60 C 7.77990 -6.24543 1.09463
61 C -9.15244 -8.49650 -3.83646
62 C 4.67996 -1.72852 2.25924
63 H -4.07535 7.99756 -8.20388
64 H 5.91167 3.88330 2.94328
65 H 8.14460 2.15328 0.07471
66 H 8.40930 -7.74689 -1.13581
67 H 9.89580 3.42344 1.76905
68 H -6.41010 -4.72751 -0.29846
69 H 1.24601 7.99598 4.17977
70 H 8.70718 -6.69842 1.46456
71 H -8.34326 -11.12361 -4.09465
72 H 1.54068 -0.58173 1.90968
73 H 0.51485 2.40202 0.34942
74 H -7.49059 6.60881 -7.18791
75 H 1.08298 6.80866 2.07236
76 H -5.20577 -8.35440 -0.37991
77 H -1.26525 -1.35042 2.38495
78 H 3.90221 2.92537 -0.70176
79 H 1.79216 -2.10627 0.18154
80 H -7.12932 -7.17387 -1.32458
81 H -2.71707 -4.05540 0.63301
82 H 6.80050 -7.51963 -1.83126
83 H -2.34832 2.14070 2.91074
84 H -1.32676 3.50237 3.39287
85 H 6.90469 -5.12260 -1.51714
86 H -6.39332 8.64526 -8.66677
87 H -3.59160 6.80356 -6.17833
88 H 4.95228 -1.71049 3.31847
89 H -4.36152 -4.15194 2.38761
90 H 8.23350 5.34461 2.77016
91 H -4.30323 9.30601 -7.03900
92 H 8.61499 -5.45811 -1.84244
93 H -6.71261 8.87025 -6.94281
94 H -9.18534 -8.86526 -5.96417
95 H 2.45698 1.89402 -0.74858
96 H -1.09868 -2.49602 3.73052
97 H 1.28600 -3.11207 1.51624
98 H 8.31754 1.58779 1.74680
99 H 6.98042 -8.26000 0.78975
100 H -1.96181 -5.26225 1.68675
101 H -6.07382 -6.10143 -2.24057
102 H 8.23864 3.75538 3.54383
103 H -3.59848 -1.83740 2.11793
104 H 8.91939 4.36125 0.63268
105 H 1.88125 5.57081 3.05875
106 H -4.76214 7.75557 -5.24857
107 H 3.92168 -3.68447 2.83439
108 H 2.15002 -1.66275 3.13608
109 H -3.18684 -7.12118 0.04959
110 H -4.05709 6.24637 -3.70640
111 H -2.46716 1.30024 5.16906
112 H -3.37328 -6.15296 -1.42369
113 H -3.46872 -2.03454 3.86893
114 H 0.26710 3.83487 1.31652
115 H -6.33085 -9.89326 -3.63979
116 H 2.77317 7.20170 4.58474
117 H 1.28831 1.40007 4.46411
118 H -0.45700 1.44033 6.58166
119 H 2.33601 9.31030 2.42551
120 H -6.49778 -8.92321 -5.11492
121 H -4.67281 -8.09587 -2.04524
122 H -7.78905 -10.86734 -5.75242
123 H -10.25788 -9.93694 -5.05738
124 H -9.54564 -7.49669 -4.02214
125 H 2.34584 4.61144 -0.45840
126 H 2.53030 4.15610 1.20927
127 H 4.79972 7.52781 2.64940
128 H 3.57239 9.33825 3.68925
129 H -2.40393 3.03404 5.50765
130 H 5.56029 -1.44564 1.69130
131 H 5.87475 -6.94937 0.36203
132 H 0.02467 2.94684 5.79281
133 H 0.04196 0.13994 4.60266
134 H -9.65388 -8.90778 -2.95327
135 H -6.50112 -6.13580 0.77689
136 H -6.26898 6.24227 -8.42133
137 H 4.15411 8.32999 1.20241
138 H 6.26200 4.80425 1.47127
139 H 5.11967 -3.70269 1.56100
140 H 7.26052 -5.78468 1.93598
141 H -3.13158 -4.45003 3.62217

Cartesian forces (eV/Å) of the 3 atoms listed first:
Br -0.044 0.071 0.047
S 0.155 -0.238 0.011
S 0.375 0.685 0.664

Maximum force: 1.03 eV/Å
HOMO-LUMO gap: 7.2 eV
Charge: -1
E_LUMO: 0.06542 hartree

=====

# 2
Density functional theory data (ωB97M-V/def2-TZVPD) for a single C8H14O molecule.

Element x y z (Å)
1 O 0.95607 0.67915 -1.44036
2 C 0.37728 -0.43626 -2.20343
3 C -1.85096 0.19197 0.60049
4 C 0.87686 0.74047 2.41639
5 C 0.55636 -1.77793 -1.62466
6 C -0.94094 0.98411 -0.02591
7 C 0.50241 0.85299 -0.15348
8 C -1.63681 -1.07980 1.35014
9 C 1.22980 0.63891 0.96003
10 H -0.09789 -1.82161 -0.77403
11 H -0.65233 -0.09735 -2.32146
12 H -2.41495 -1.74207 0.99713
13 H -2.89694 0.43726 0.57300
14 H -0.14644 1.08325 2.69566
15 H 0.35050 -2.57938 -2.34465
16 H 0.90884 -0.29469 -3.15888
17 H 2.24579 0.34065 0.69134
18 H -1.76000 -0.90488 2.47975
19 H 0.95602 -0.29588 2.73614
20 H 1.57554 1.45773 2.86581
21 H -0.64685 -1.50338 1.18427
22 H 1.59368 -1.93104 -1.35214
23 H -1.34751 1.73137 -0.66646

Cartesian forces (eV/Å) of the 3 atoms listed first:
O 0.935 -0.222 0.462
C 0.355 2.629 -1.030
C 1.494 0.631 -0.290

Maximum force: 2.85 eV/Å
Relative energy (zero: lowest compared OMol25 entry of this formula, charge and spin): 154.8 kJ/mol
HOMO-LUMO gap: 9.4 eV
Charge: 0
E_LUMO: 0.03661 hartree
SMILES: C/C=C\C(=C/C)OCC

=====

# 3
Density functional theory data (ωB97M-V/def2-TZVPD) for a single C6H8OS molecule.

Element x y z (Å)
1 S 0.11137 0.34423 1.48862
2 O -1.39857 2.40929 -0.67985
3 C 0.22619 -1.36780 1.46187
4 C -0.63875 1.64499 -1.13659
5 C 0.27116 0.68393 -0.51731
6 C 0.55637 -1.81474 -1.49113
7 C -0.14645 -0.65223 -0.75755
8 C 0.90309 -1.49337 0.01100
9 H -0.15457 -2.57420 -2.17052
10 H -1.29410 -0.95945 -0.43525
11 H 1.80717 -0.90047 0.24557
12 H -0.58144 1.76303 -2.14177
13 H 1.24415 0.85663 -0.94722
14 H 1.32099 -1.66135 -2.24207
15 H 0.82068 -1.70344 2.35329
16 H -0.78592 -1.60741 1.53714

Cartesian forces (eV/Å) of the 3 atoms listed first:
S 0.630 5.155 -0.042
O -2.409 1.832 2.648
C 1.945 -1.940 -0.861

Maximum force: 5.19 eV/Å
Relative energy (zero: lowest compared OMol25 entry of this formula, charge and spin): 544.2 kJ/mol
HOMO-LUMO gap: 9.6 eV
Charge: 0
E_LUMO: 0.03096 hartree
SMILES: O=C[C@H]1SC[C@H]2C[C@@H]21

=====

# 4
Density functional theory data (ωB97M-V/def2-TZVPD) for a molecular structure, C28H44AsN4O4P2PdS.

Element x y z (Å)
1 Pd 0.49458 0.41531 -1.21250
2 As 1.74417 0.50842 0.98339
3 S 2.32915 -0.31479 -2.14786
4 P -2.76515 -0.19002 -0.98720
5 P -1.41920 -2.54082 0.25994
6 O -2.65454 -1.54525 -0.14415
7 O 0.22897 2.32126 -2.96448
8 O -1.66063 0.81405 -0.78769
9 O -0.22507 -2.16499 -0.53782
10 N -4.23698 0.33739 -0.46657
11 N -1.43571 -2.34122 1.88024
12 N -2.82233 -0.59007 -2.58786
13 N -1.94698 -4.04691 -0.04020
14 C 5.79290 -0.72490 0.67662
15 C 4.81673 -0.92175 -1.50351
16 C 2.06046 1.71143 3.63252
17 C -4.62923 1.69136 -0.80826
18 C 3.17027 4.32368 -0.10109
19 C 1.43615 4.21052 -3.99377
20 C -3.78868 -1.63393 -2.98695
21 C 1.89276 2.40766 0.61249
22 C 4.57980 -0.26931 1.18624
23 C 0.76509 4.48676 0.12693
24 C -1.63360 -1.03059 2.48613
25 C 3.61129 -0.45122 -1.00177
26 C -3.19681 -4.55862 0.50409
27 C -1.61594 -0.53887 -3.40992
28 C 2.27905 0.46824 5.68177
29 C 3.48331 -0.11086 0.35895
30 C 5.91177 -1.05915 -0.66987
31 C -5.33243 -0.54160 -0.10425
32 C 1.34153 2.69833 -3.78694
33 C 2.22908 -0.73800 4.97221
34 C 0.71165 3.14869 0.51200
35 C 1.98663 0.51645 2.92741
36 C 3.10629 2.99620 0.32470
37 C 2.06835 -0.71554 3.60039
38 C -1.35022 -4.86921 -1.09407
39 C 1.99150 5.06793 -0.20866
40 C 2.22070 1.68178 5.01674
41 C -1.05442 -3.39233 2.80233
42 H -3.02164 -5.43758 1.13292
43 H -5.83621 -0.16979 0.79566
44 H 2.29922 0.45911 6.76039
45 H -0.15919 5.03603 0.06860
46 H -3.89832 -4.84933 -0.30150
47 H -4.97337 -1.53441 0.09431
48 H -1.98738 -4.89437 -1.97257
49 H 4.02142 2.42173 0.39448
50 H 2.01167 -1.64537 3.04401
51 H -0.94136 -1.37337 -3.20181
52 H -4.10177 -1.39912 -4.00068
53 H -0.26234 2.66911 0.68862
54 H -5.25693 1.69523 -1.71217
55 H 6.64933 -0.80664 1.32210
56 H -1.24221 -5.88220 -0.68530
57 H -3.36404 -2.65924 -2.98632
58 H -1.75089 -3.46339 3.64319
59 H -4.65999 -1.63272 -2.34876
60 H 1.99630 6.11616 -0.51412
61 H 2.30984 -1.67652 5.52513
62 H 2.28365 2.59938 5.57441
63 H 4.14127 4.76361 -0.31040
64 H -3.68592 -3.79085 1.12011
65 H -1.89848 -0.58996 -4.46779
66 H 1.25153 2.21562 -4.77608
67 H 1.93907 2.66105 3.12318
68 H -3.72899 2.27262 -1.03323
69 H -0.77804 -0.77444 3.08072
70 H -6.11460 -0.58701 -0.89946
71 H 0.56725 4.57884 -4.53847
72 H -2.52100 -1.01682 3.12607
73 H -5.18827 2.16201 -0.00312
74 H -0.49828 2.95170 -3.08379
75 H 4.48991 0.01693 2.22929
76 H -1.08260 0.39271 -3.18543
77 H -0.39369 -4.45281 -1.38567
78 H -1.04669 -4.32928 2.25629
79 H 6.85654 -1.39441 -1.08989
80 H -0.07134 -3.19076 3.19238
81 H 4.86603 -1.17525 -2.54923
82 H 2.36154 4.42426 -4.55930
83 H -1.77080 -0.28740 1.70975
84 H 1.48919 4.70780 -3.02471
85 H 2.21633 2.35360 -3.25156

Cartesian forces (eV/Å) of the 3 atoms listed first:
Pd -0.695 -0.025 0.076
As 0.077 0.197 0.239
S 0.162 -0.004 -0.246

Maximum force: 0.93 eV/Å
HOMO-LUMO gap (alpha / beta): 8.6 / 6.1 eV
Charge: +1
Multiplicity: 3
E_LUMO (alpha / beta): -0.05406 / -0.16717 hartree

=====

> Look up the charge of the third one.

0

=====

> Among the records above, which one has the lowest charge?

C40H79BrN2O14PS4

=====

> Among the records above, which one has the lowest maximum force?

C28H44AsN4O4P2PdS

=====

> Among the records above, which one has the highest charge?

C28H44AsN4O4P2PdS